[1]
46
Properties=species:S:1:pos:R:3:forces:R:3 method="wB97M-V/def2-TZVPD" e_homo_ha=-0.37540 e_above_lowest_kcal_mol=29.2 homo_lumo_gap_ev=9.9 fmax_ev_per_a=4.06
O 0.8247 -0.9432 -2.0254 0.925 0.080 0.312
O -3.2308 1.3183 -3.0733 -0.128 0.499 -0.388
O -0.7482 -4.2936 0.7473 0.343 0.374 1.923
O -3.4161 1.5969 -0.4873 -0.249 0.560 -0.128
O -1.4054 3.2319 -0.0383 -0.790 -0.721 -0.898
O -0.4766 1.3905 -2.4223 -1.042 0.023 -1.130
O 4.2491 0.7544 1.3417 1.188 -1.495 -0.267
O -0.0006 1.9074 2.5218 -0.344 0.666 -0.781
O -0.3835 -3.3574 -1.7532 -0.064 0.030 0.151
O 2.5139 2.5677 1.6615 -0.332 0.055 0.083
O -3.7203 -1.4777 -1.1708 0.148 0.301 0.015
O 3.7403 -2.0596 1.7424 0.083 0.409 -0.287
C 0.6653 -0.3139 1.5902 1.420 2.298 0.442
C 1.5341 -0.6216 -0.7566 -3.796 0.053 -1.435
C -0.1364 0.5205 2.5745 -0.617 -2.420 2.651
C 0.4122 0.0476 0.1048 2.698 -0.609 1.709
H -2.8008 -1.4890 -1.4613 -0.026 -0.216 -0.053
H -3.8442 -2.2811 -0.6584 0.050 -0.064 -0.029
H -0.4455 -3.5333 -0.7957 -0.183 -0.264 -0.303
H -0.0618 -4.0229 1.3882 0.485 -0.147 -0.855
H 0.1856 -1.6611 -1.8553 0.438 -0.127 -0.153
H 1.5925 2.4567 1.9859 0.200 0.300 -0.206
H 2.2479 0.1003 -1.1205 0.862 -0.275 0.615
H -1.4440 -4.3111 1.4209 -0.717 -0.258 -0.698
H -1.1369 0.1102 2.7065 -0.892 0.814 -0.821
H -0.2559 2.1262 -1.8502 0.582 -0.327 0.258
H 3.4809 1.1534 0.9328 -0.266 0.614 0.656
H -2.1789 3.7901 -0.2260 0.553 0.532 0.505
H -0.5368 -0.3237 -0.2366 -0.529 0.190 -0.077
H -0.5677 2.3281 1.8431 0.043 -0.348 0.149
H 3.5327 -1.1102 1.8088 0.019 -0.217 0.054
H 2.5824 3.3416 1.0991 -0.303 0.175 0.100
H 0.2237 -4.0232 -2.0988 -0.098 0.181 0.008
H -3.2738 0.6502 -0.4491 -0.229 -0.384 -0.085
H 1.6647 0.0338 1.9700 -0.121 -0.336 -1.344
H -3.6373 1.7628 -1.4357 0.184 -0.555 0.485
H 0.7350 -1.3625 1.8343 -0.715 -0.503 -0.020
H 0.0693 0.5709 -2.4242 0.231 0.536 0.625
H -2.2588 1.4337 -3.1035 -0.114 -0.526 0.023
H 1.8048 -1.5503 -0.2583 0.941 0.178 -0.260
H 0.1941 0.2284 3.6158 0.347 0.441 -0.930
H 4.4828 -1.9872 1.1252 -0.070 -0.329 0.146
H 4.2580 0.9321 2.2875 -0.382 0.512 -0.320
H -1.8705 2.4222 -0.4107 0.609 0.231 0.811
H 0.5473 1.1249 0.0375 -0.646 0.062 -0.200
H -3.4940 0.4655 -3.4275 0.302 0.004 -0.053

[2]
20
Properties=species:S:1:pos:R:3:forces:R:3 method="wB97M-V/def2-TZVPD" e_homo_ha="-0.12520 / -0.34473" e_above_lowest_kcal_mol=127.5 homo_lumo_gap_ev="4.3 / 6.9" fmax_ev_per_a=5.95 multiplicity=3
O 1.4859 -0.9249 -0.4460 1.000 -0.683 0.153
O -2.6502 -0.9552 -0.3096 -0.321 -0.796 0.212
N 0.6624 -0.0815 0.3539 3.953 -0.049 -2.934
C 0.9686 1.3261 -0.0204 0.335 1.179 2.945
C -2.0080 -0.3468 0.8243 -0.606 4.230 -1.937
C 2.5101 -1.5565 0.3328 0.826 -1.362 -2.991
C -0.9396 0.2501 -0.0725 -5.612 1.459 1.329
C -1.6269 -0.4846 -1.2062 1.514 -1.480 0.633
C -0.5245 1.6985 0.0754 0.111 -0.475 -0.010
H -1.9807 0.2113 -1.9240 -0.430 0.662 -1.091
H 1.7466 1.8277 0.6472 -1.108 -0.555 -0.825
H -0.8378 2.1644 1.0210 0.006 -0.398 -0.216
H -0.7995 2.3390 -0.7621 -0.130 0.104 -0.249
H 2.9961 -0.8001 0.8565 1.443 1.054 0.898
H 1.1757 1.5030 -1.0520 1.011 -0.867 -0.878
H -1.6662 -0.9743 1.5838 0.130 -1.574 1.310
H -2.5782 0.5871 1.2057 0.306 -1.794 0.123
H -1.1377 -1.4004 -1.7330 -0.486 1.302 0.737
H 3.2214 -2.2083 -0.3549 -1.475 1.536 1.331
H 1.9825 -2.1744 0.9801 -0.467 -1.493 1.459

[3]
120
Properties=species:S:1:pos:R:3:forces:R:3 method="wB97M-V/def2-TZVPD" e_homo_ha=-0.31918 e_above_lowest_kcal_mol=1.5 homo_lumo_gap_ev=9.1 fmax_ev_per_a=3.31
S -3.8525 0.6060 2.7907 0.405 1.054 -0.629
S 6.0941 -0.2602 -3.0666 -0.289 0.459 0.425
S 0.9400 -3.7977 -1.8259 0.658 -0.219 -0.646
S -0.4178 -2.8380 2.7221 -1.159 -1.736 0.627
S -2.4818 4.2959 5.2967 0.109 1.458 0.350
S -1.4717 0.0529 -2.8913 0.624 -0.019 0.993
S 4.2003 -2.4797 -0.0872 0.470 -0.720 -1.076
S -3.8030 3.6510 -1.8388 -0.997 -0.154 -0.335
S -0.2232 -7.9782 2.0385 -0.324 -0.154 1.350
O -0.3790 -0.9407 -3.0253 0.665 -0.579 0.065
O 5.5815 -2.9459 -0.4944 -0.667 -0.126 0.229
O -4.2048 2.3433 -2.4560 0.343 -0.284 -0.036
O -1.6701 5.4650 5.7991 -0.096 -0.849 -0.144
O 1.8254 -4.8682 -1.2152 -0.477 0.374 0.132
O 4.6698 -0.3718 -2.5902 0.599 -0.205 -0.112
O -1.7638 -3.1704 3.3430 0.539 0.964 -0.312
O -0.1322 1.6956 1.4977 0.483 0.725 -0.902
O -3.4979 2.0195 2.3902 -0.419 -0.391 0.496
O -0.1484 4.8569 -2.6909 0.154 -1.190 0.213
O -1.1935 -6.9543 2.5899 0.987 -0.514 -0.709
C 0.0007 -4.6871 -3.0938 -0.959 0.326 2.276
C -3.5301 -0.4172 1.3870 1.368 -1.462 0.130
C -0.3543 -4.0793 1.3500 0.083 1.850 0.891
C 0.7551 -3.6552 3.8580 -1.811 -0.221 0.993
C 1.4521 3.3274 -3.4829 -0.291 -1.557 0.977
C -3.1157 3.3009 -0.2194 -2.594 1.234 0.740
C -1.0652 5.8870 -2.9090 -1.017 -0.511 -0.569
C 2.0490 -2.9378 -2.9497 0.348 0.427 -0.285
C -5.4461 4.3841 -1.3894 0.748 0.982 0.573
C -3.1995 4.9987 3.7837 0.061 -1.730 -0.235
C -0.4201 -8.0645 0.2602 0.987 -0.684 0.593
C 1.4809 -7.2908 2.1066 -0.902 -0.547 1.838
C 0.9551 3.7773 2.2186 -0.431 1.016 -0.962
C 3.5611 -3.5491 1.2330 0.928 2.251 1.143
C -2.0119 0.4102 -4.4961 -0.459 1.500 -1.304
C 0.6188 1.3214 0.3143 -1.812 0.195 0.260
C -2.9453 -0.8356 -2.3724 0.499 -0.274 -2.600
C 4.5528 -1.0094 0.8194 -0.307 -0.596 0.168
C -0.2991 3.1406 1.5687 1.034 -1.687 2.658
C 7.1225 -0.1179 -1.5837 -1.515 -0.054 1.161
C 0.1241 3.9608 -3.7633 1.090 1.569 -0.267
C -2.5126 0.0255 3.7415 1.108 0.508 1.437
C 0.7997 -0.1767 0.3290 -0.558 -0.043 -1.488
C -1.0347 6.7056 -1.6409 -0.244 1.195 -0.315
C -3.9609 4.2376 6.3523 -1.060 0.749 -1.480
C 6.6334 -1.8947 -3.6035 0.773 0.457 0.002
H 0.4143 -4.7113 3.9191 0.446 0.568 -0.127
H 2.9669 -4.2709 0.7533 -0.267 -1.459 -0.526
H -3.6116 3.8138 7.2796 -0.197 -0.040 0.369
H 4.9107 -0.3357 0.0631 -0.235 0.580 -0.188
H -2.4605 0.6619 4.6568 -0.167 -0.801 -0.460
H 6.6616 0.6811 -0.9196 0.539 -0.922 -0.959
H 1.6949 2.6281 -4.3045 0.262 0.506 0.328
H 1.5141 1.9286 0.1706 0.258 -0.168 0.318
H 5.9627 -2.0451 -4.4525 0.232 -0.583 0.129
H -1.8206 7.4848 -1.6175 0.273 -0.422 -0.054
H -0.5945 3.1605 -3.8799 -0.775 0.163 -0.165
H -5.7898 3.8545 -0.4806 0.034 0.383 -0.457
H -3.5877 5.9246 4.1103 -0.377 1.197 0.088
H -3.6878 -0.1000 -2.6655 -0.739 -0.228 0.685
H 0.6302 -5.0287 -3.8407 1.372 -0.493 -1.566
H 1.4191 -6.3670 1.5851 0.598 0.722 -0.644
H -4.6215 3.5431 5.7842 0.182 0.244 0.744
H 0.2848 4.5850 -4.6687 -0.725 -0.465 0.030
H -0.3164 -5.5630 -2.5052 -0.500 0.348 -0.448
H 6.5518 -2.6001 -2.7749 -0.442 -0.084 -0.185
H 2.1467 -8.0577 1.7506 0.301 -0.009 -0.691
H 2.7172 -3.7384 -3.3343 -0.187 0.693 0.327
H 0.6703 -4.1665 1.0472 0.423 -0.004 -0.725
H -0.2194 -7.1185 -0.1584 -0.475 1.393 -0.622
H -0.1822 -0.6417 0.3298 -0.317 -0.003 0.131
H 4.3975 -3.8402 1.9070 -0.695 -0.202 -0.560
H -3.7651 -1.4289 1.7656 0.152 0.173 -0.313
H 7.1030 -1.0938 -1.0569 0.072 0.575 -0.196
H 0.3805 -8.6792 -0.1398 0.082 -0.478 0.136
H 2.5523 -2.1277 -2.4097 0.337 -0.607 0.097
H 1.5136 4.2192 1.4061 0.541 0.455 -0.044
H -2.0734 5.5020 -3.2517 0.666 0.154 1.030
H -1.3683 -8.5375 0.0701 -0.387 0.246 -0.212
H -2.3289 5.1043 3.1274 -0.318 0.158 0.056
H -2.5120 -1.0387 3.8977 -0.803 -0.589 0.625
H -0.7817 6.4420 -3.7812 0.623 0.818 -0.546
H 1.1948 -0.4490 -0.6464 0.304 -0.176 -0.180
H -1.0459 -3.6572 0.6190 0.369 -0.172 -0.217
H -3.9664 4.3565 3.3062 0.532 0.222 0.329
H -0.7899 -4.0391 -3.4673 -0.128 -0.220 0.048
H -2.3028 -0.4874 -5.0055 -0.273 -0.491 -0.293
H -2.8283 1.1255 -4.3827 -0.397 -0.225 -0.016
H 0.6607 4.5920 2.9219 0.327 -0.655 -0.432
H -2.3005 2.6632 -0.3296 1.435 -0.990 -0.317
H -6.1343 4.1688 -2.2417 0.752 0.366 0.628
H 7.7057 -1.8576 -3.9280 -0.949 0.161 0.090
H -2.8065 -1.0358 -1.3496 -0.308 -0.198 1.286
H -1.0561 3.2817 2.3408 -0.673 -0.150 -0.670
H -2.8427 4.2642 0.2033 0.392 0.137 0.005
H 1.7235 -3.5040 3.4820 1.445 -0.169 -0.421
H -1.2957 0.9668 -5.1209 0.280 -0.463 0.567
H 2.2078 4.0763 -3.2732 0.231 -0.050 -0.266
H -0.0582 1.5529 -0.5651 0.763 -0.176 0.565
H -0.0670 7.2321 -1.5243 -0.416 -0.393 -0.167
H -1.5602 0.1167 3.2500 0.351 0.807 -0.772
H -2.4478 -0.4310 0.9953 -1.621 0.484 0.698
H -4.5079 5.2456 6.4730 1.191 -1.468 -0.166
H 1.5669 -2.3842 -3.7575 -0.492 -0.465 0.024
H 5.3822 -1.2957 1.4426 0.215 0.166 0.714
H 1.6281 3.0709 2.6927 -0.339 -0.269 0.257
H 2.8603 -2.8849 1.7814 0.377 -0.314 -0.133
H 3.6375 -0.7184 1.3313 0.289 0.467 0.110
H -0.7212 -4.9906 1.7535 -0.459 -0.805 0.497
H -1.1540 6.0575 -0.7912 -0.144 -0.296 0.421
H -3.0207 -1.7815 -2.9900 0.061 1.026 0.715
H 8.1012 0.1853 -1.8660 0.914 0.166 -0.236
H 1.3533 -0.7027 1.0755 0.634 0.349 0.854
H 1.7758 -7.1388 3.1870 -0.709 -0.026 -1.088
H 0.6798 -3.2128 4.8871 -0.126 -0.145 -1.112
H -0.5623 3.5169 0.6008 -0.084 0.493 -0.407
H -3.8409 2.8709 0.5042 0.354 0.014 -0.748
H -5.2857 5.5129 -1.1855 -0.511 -1.851 -0.372
H 1.3287 2.6897 -2.5693 0.322 0.461 -0.602
H -4.2630 -0.1617 0.6601 -0.368 0.240 -0.908

[4]
75
Properties=species:S:1:pos:R:3:forces:R:3 method="wB97M-V/def2-TZVPD" e_homo_ha=-0.11399 charge=-1 e_above_lowest_kcal_mol=0.0 homo_lumo_gap_ev=5.4 fmax_ev_per_a=0.42
Pd -0.4024 0.3585 -1.8441 0.210 -0.283 -0.229
S -0.2232 5.1069 -3.9083 0.005 0.080 0.032
S -0.2388 2.1452 -4.4803 -0.083 0.103 0.112
P 1.6426 -0.4043 -1.2745 0.055 0.083 -0.004
O -3.4180 -0.6032 -2.2542 -0.004 0.033 -0.022
N -2.2293 -2.2739 -1.2649 -0.160 -0.030 0.064
N -4.4759 -1.9441 -0.7324 0.018 0.034 -0.015
N -0.6122 -0.3590 0.6904 -0.048 -0.070 0.019
N -0.0970 3.3152 -2.0992 -0.125 0.119 -0.032
C 0.1033 4.5242 -1.3304 0.057 -0.011 -0.038
C 0.5769 -0.2629 1.2976 0.028 0.035 -0.054
C -1.7907 -0.4970 1.3802 -0.038 0.048 -0.008
C -0.1863 3.4111 -3.4243 0.049 -0.163 -0.060
C -2.1096 -1.6334 2.1631 -0.016 0.015 -0.038
C 1.9615 0.0207 3.3052 -0.021 0.003 0.031
C -4.3586 -0.7841 2.5761 -0.001 -0.015 -0.025
C 4.4959 0.0607 3.2314 0.059 -0.004 0.035
C 4.4831 -0.1540 -2.0926 0.010 -0.036 -0.012
C -1.1100 -2.7429 2.3189 0.043 -0.040 -0.005
C 1.7974 -0.2933 0.5374 -0.107 0.003 -0.020
C -0.4553 5.6573 -2.1902 0.019 0.001 0.057
C 3.0176 -0.2030 1.1975 0.076 -0.023 0.087
C 3.1081 0.5139 -2.0196 -0.007 -0.043 -0.003
C 2.0760 -2.4406 -3.1177 -0.007 -0.009 -0.040
C -2.5224 1.6423 0.2991 0.094 0.084 -0.055
C 0.7277 -0.0756 2.7035 -0.010 -0.006 0.009
C -3.3704 -1.7494 2.7410 0.007 0.011 0.018
C 2.1440 -2.1636 -1.6182 0.016 0.028 -0.014
C -3.3657 -1.5255 -1.4589 0.031 -0.036 0.082
C -2.8071 0.4685 1.1842 0.031 -0.002 -0.036
C 3.1474 -0.0501 2.5722 0.007 -0.004 -0.058
C 1.2733 -3.1478 -0.8471 -0.037 0.003 -0.012
C -5.7245 -0.9436 3.1917 -0.036 -0.004 0.015
C -4.0490 0.3148 1.7815 -0.021 0.006 0.020
C 3.2237 1.9124 -1.4208 0.036 0.016 0.023
H 2.2611 2.4222 -1.4312 -0.032 0.010 0.012
H -5.6833 -1.5492 4.0988 0.014 -0.001 -0.001
H -4.8023 1.0815 1.6168 -0.006 -0.006 0.010
H 3.5701 1.8732 -0.3861 -0.013 0.018 -0.023
H 3.1760 -2.2811 -1.2696 -0.001 -0.004 0.019
H -3.3963 2.2903 0.2120 0.009 0.017 -0.003
H 0.0749 6.5918 -2.0208 -0.011 0.009 -0.011
H -3.5812 -2.6287 3.3454 -0.019 0.001 -0.002
H 4.9186 -0.3536 -1.1143 -0.007 0.010 0.051
H 1.0730 -2.2224 -3.4930 -0.010 -0.014 0.015
H 0.0574 2.3648 -1.7120 -0.024 -0.117 0.105
H 1.6300 -4.1701 -1.0059 0.008 -0.002 0.011
H 2.7595 0.6321 -3.0517 -0.009 0.039 0.014
H -0.1711 -0.0054 3.3067 0.008 0.005 0.004
H 3.9322 2.5143 -1.9973 -0.005 0.009 -0.007
H -6.1520 0.0252 3.4569 0.001 -0.001 -0.001
H -5.1869 -1.2286 -0.7506 -0.021 -0.012 -0.007
H 5.1765 0.5071 -2.6225 -0.008 0.007 -0.004
H -0.2209 -2.4262 2.8691 -0.017 0.012 0.013
H -1.6726 2.2222 0.6692 -0.021 -0.006 0.046
H -1.5531 -3.5953 2.8369 -0.006 -0.001 -0.005
H 5.2938 -0.1627 2.5201 -0.005 0.003 -0.004
H -6.4284 -1.4312 2.5097 0.014 0.007 -0.002
H -4.2635 -2.2249 0.2173 -0.010 -0.003 0.018
H 3.9296 -0.2511 0.6149 0.031 -0.014 -0.041
H -1.5172 5.8074 -1.9991 -0.007 -0.011 -0.032
H 1.1697 4.6742 -1.1276 -0.003 0.008 -0.017
H -2.1883 -2.7830 -0.3938 -0.033 0.018 0.010
H -2.2328 1.3082 -0.7106 -0.135 -0.001 0.049
H 4.6864 1.0641 3.6263 -0.019 0.001 -0.006
H 2.0067 0.1565 4.3832 0.015 0.002 -0.002
H -0.4201 4.4486 -0.3772 0.008 0.016 0.007
H -0.7474 -3.0760 1.3420 0.014 0.015 -0.006
H 2.3030 -3.4902 -3.3287 0.011 0.000 0.000
H 4.4557 -1.0966 -2.6402 0.019 0.023 0.042
H 1.2891 -2.9358 0.2225 -0.004 0.004 0.007
H -1.3959 -1.7061 -1.3977 0.201 0.040 -0.071
H 4.6022 -0.6359 4.0680 -0.015 -0.003 -0.006
H 2.7768 -1.8248 -3.6854 -0.053 -0.010 -0.005
H 0.2391 -3.1049 -1.1937 0.015 0.003 0.000